A 14-piece molecular cluster, C64H155Cl10N9 overall at a distorted geometry, computed with ωB97M-V/def2-TZVPD.

As for the largest force on an atom: 3.00 eV/Å. The calculation puts the energy above the lowest of the compared OMol25 structures with the same formula, charge and spin at 15.62 kcal/mol. Its total charge is 0.

Structure (XYZ):
```
238
Properties=species:S:1:pos:R:3:forces:R:3
Cl -1.51536 -6.27406 -0.94702 -0.2 -0.1 -0.1
C -2.27009 -5.27246 -2.20562 0.1 1.0 0.0
C -1.43840 -5.20260 -3.49080 -0.4 -0.6 -0.2
Cl 0.31704 -4.87215 -3.24273 -0.7 -0.1 0.0
H -2.43484 -4.28259 -1.78004 0.6 0.1 0.1
H -3.29882 -5.59225 -2.37160 0.2 -0.6 -0.4
H -1.82252 -4.44609 -4.17508 0.0 0.2 0.4
H -1.53512 -6.13974 -4.03898 0.4 -0.1 0.2
Cl 2.09593 -1.95639 -3.67457 -0.1 0.0 0.1
C 2.85334 -2.30009 -5.27597 -0.8 -0.2 0.3
C 3.02420 -3.79588 -5.40481 0.3 -0.1 -0.6
Cl 4.20854 -4.40583 -4.25291 0.3 -0.3 0.4
H 3.74959 -1.68072 -5.31096 0.0 -0.3 -0.2
H 2.09178 -1.98328 -5.98855 0.3 0.2 -0.2
H 3.41489 -4.10767 -6.37345 -0.1 0.4 -0.2
H 2.08185 -4.32809 -5.27507 0.1 0.2 0.3
Cl -6.26962 -2.97364 4.15074 0.0 -0.1 0.4
C -5.85840 -2.92034 2.43326 0.5 0.3 -0.7
C -4.34984 -3.11151 2.23316 -0.7 -0.3 0.1
Cl -3.97415 -3.36074 0.47029 -0.1 0.1 0.7
H -6.14344 -1.91913 2.11008 -0.1 -0.2 -0.3
H -6.43609 -3.69192 1.92430 0.1 0.2 0.0
H -4.02880 -4.00282 2.77225 0.2 0.1 -0.1
H -3.82877 -2.22546 2.59579 0.2 -0.2 -0.2
Cl 1.06261 3.64072 2.21081 0.1 -0.2 0.1
C 0.04161 3.96264 0.77699 0.1 -0.1 0.1
C -1.40726 3.95327 1.25413 0.8 0.5 -0.7
Cl -2.41267 4.13372 -0.27602 0.2 -0.1 1.3
H 0.21179 3.21958 -0.00210 0.1 -0.2 0.3
H 0.40633 4.91773 0.39898 -0.5 0.1 0.0
H -1.51733 4.78401 1.95116 -0.6 0.1 -0.4
H -1.62576 3.03971 1.80708 -0.2 -0.1 -0.5
Cl -3.31056 -2.26431 -3.54293 -0.6 -0.7 0.0
C -2.14416 -1.07990 -4.08300 0.1 1.3 0.9
C -1.11530 -1.52105 -5.04044 0.4 0.1 -1.1
Cl -1.76793 -1.72973 -6.69180 -0.3 -0.5 -0.3
H -1.62247 -0.74195 -3.18762 0.0 0.0 0.0
H -2.68740 -0.20463 -4.43921 0.1 -0.1 -0.2
H -0.57451 -2.42766 -4.76896 -0.1 0.2 0.1
H -0.44309 -0.67851 -5.20277 0.3 -0.1 0.5
C 6.99463 -1.63592 -1.30737 0.1 -0.8 0.1
C 6.76050 -2.64236 -0.12908 -0.5 1.2 -0.5
N 5.52052 -2.30778 0.63924 -1.2 0.0 0.7
C 4.20107 -2.44435 -0.03268 1.7 -2.1 -1.3
C 4.16877 -3.82249 -0.71723 -0.7 0.5 0.1
C 5.49101 -1.04077 1.33173 1.0 0.6 -0.4
C 6.63275 -0.84265 2.28945 0.1 -0.1 1.0
H 7.84468 -1.86102 -1.95146 0.2 -0.5 0.2
H 7.21550 -0.63248 -0.94347 -0.4 0.1 0.1
H 6.14829 -1.65237 -1.99406 -0.2 0.3 0.2
H 6.74178 -3.68989 -0.42980 -0.5 0.2 -0.4
H 7.65947 -2.64336 0.48731 -0.3 0.4 0.6
H 3.30564 -2.49054 0.58712 0.5 0.5 1.0
H 3.99959 -1.66859 -0.77141 0.2 0.4 -0.3
H 4.88919 -3.98679 -1.51854 -0.1 0.2 0.1
H 4.30202 -4.57377 0.06118 0.0 -0.1 -0.1
H 3.15494 -3.89782 -1.11040 0.0 -0.5 -0.3
H 4.53163 -0.82509 1.80205 -0.1 -0.8 0.4
H 5.51554 -0.19191 0.64841 0.2 0.3 -0.7
H 6.48415 0.10615 2.80499 0.3 0.2 -0.1
H 7.63258 -0.88068 1.85702 -0.1 0.3 -0.3
H 6.65830 -1.59487 3.07788 -0.2 -0.2 0.0
C -1.31263 -3.52050 4.01250 0.9 0.4 0.6
C -1.34354 -4.82141 4.82185 -0.2 1.0 -1.3
N -2.72876 -5.30833 4.74156 0.4 -0.7 0.4
C -2.76374 -6.67923 4.27628 -0.6 -0.5 -1.2
C -2.34664 -6.85251 2.79887 -0.3 1.0 0.2
C -3.34759 -5.23413 6.06825 -0.3 1.0 -0.3
C -3.58802 -3.77842 6.52121 -0.6 0.0 0.3
H -1.69882 -3.58704 2.99539 -0.4 -0.5 0.2
H -0.28357 -3.19473 3.86078 0.2 0.3 0.3
H -1.85935 -2.76257 4.57353 0.0 0.2 -0.3
H -0.56712 -5.44608 4.38019 -0.4 -0.7 -0.1
H -1.01841 -4.69448 5.85445 -0.1 0.3 0.2
H -2.24582 -7.35140 4.96041 0.4 -0.3 0.1
H -3.80580 -6.99870 4.26369 -0.2 0.0 0.4
H -1.32035 -6.57112 2.56295 0.2 -0.6 0.2
H -2.67448 -7.80614 2.38513 0.6 -0.2 0.2
H -2.90068 -6.12408 2.20680 -0.3 0.2 0.0
H -2.70709 -5.76598 6.77180 0.1 0.0 0.5
H -4.30590 -5.75305 6.04690 0.0 0.0 -0.1
H -4.10461 -3.73882 7.48020 0.5 -0.4 0.5
H -4.32643 -3.20600 5.95979 0.2 -0.4 -0.8
H -2.70159 -3.14524 6.55890 0.2 -0.3 0.2
C -8.55201 2.51729 -2.92291 -1.2 -0.2 -0.6
C -7.64432 1.33569 -3.21377 0.3 0.5 0.6
N -7.25182 0.61841 -1.98867 -1.5 1.3 -1.0
C -6.75499 1.52024 -0.95562 0.5 0.5 -0.1
C -5.55781 2.47386 -1.32735 -1.3 -0.8 0.0
C -6.47117 -0.51087 -2.36218 -0.4 -1.2 2.7
C -6.55070 -1.49573 -1.11607 1.4 0.2 -1.2
H -8.13136 3.25620 -2.24087 0.0 -0.1 -0.2
H -9.52715 2.19168 -2.56073 0.1 -0.3 0.7
H -8.90042 3.02275 -3.82359 0.7 0.2 -0.3
H -8.03336 0.60389 -3.92173 -0.6 0.1 0.2
H -6.76821 1.71482 -3.73988 0.6 0.2 -0.1
H -7.59668 2.07809 -0.54517 -0.1 0.3 -0.4
H -6.45251 1.00775 -0.04240 0.3 -0.6 -0.3
H -5.74181 3.20486 -2.11467 -0.5 0.0 0.0
H -5.37709 3.02167 -0.40249 0.8 -0.1 -0.2
H -4.76811 1.84336 -1.73594 0.5 0.2 0.7
H -5.47734 -0.17899 -2.66262 0.6 -0.6 0.0
H -6.93834 -1.05003 -3.18629 0.0 0.3 -0.2
H -5.92478 -2.35587 -1.35370 -0.2 -0.3 0.1
H -7.57068 -1.79378 -0.87335 0.0 0.1 -0.4
H -6.11138 -1.08674 -0.20622 0.0 0.3 -0.1
C 0.68828 -1.84341 7.10851 -1.2 -0.7 1.2
C 1.99152 -2.22179 6.52461 0.4 -0.6 -1.1
N 2.31105 -1.41651 5.34545 -1.6 0.0 1.5
C 2.54260 -0.07011 5.77490 1.2 1.3 0.1
C 2.49709 0.91437 4.63836 -0.3 0.2 -0.9
C 3.42813 -1.98679 4.66542 -0.8 0.2 -1.4
C 2.93803 -3.11951 3.74851 1.0 -0.6 0.7
H 0.42404 -2.61809 7.82834 -0.1 -0.2 0.2
H -0.08352 -1.89720 6.34071 -0.1 0.4 -0.1
H 0.62449 -0.92766 7.69626 0.2 0.2 -0.4
H 2.81756 -2.27552 7.23373 0.3 0.6 0.5
H 1.92571 -3.26252 6.20735 -0.2 -0.1 -0.2
H 3.53659 -0.00537 6.21747 0.5 0.0 0.4
H 1.90617 0.34354 6.55717 -0.5 -0.8 -0.1
H 1.72134 0.57952 3.94975 -0.2 0.1 -0.1
H 3.41447 0.96373 4.05179 0.1 0.0 0.1
H 2.24055 1.92491 4.95635 0.1 0.0 0.1
H 3.85432 -1.21273 4.02722 0.3 0.0 0.1
H 4.14145 -2.29122 5.43131 0.6 -0.4 -0.3
H 3.82370 -3.53896 3.27128 -0.1 -0.2 -0.2
H 2.49772 -3.90718 4.35991 0.0 -0.2 -0.1
H 2.20144 -2.88555 2.97988 0.1 0.6 0.1
C 3.66009 4.81407 0.11362 1.1 0.0 1.0
C 4.72756 5.62077 -0.64311 -0.8 0.0 1.4
N 4.24809 6.24318 -1.82662 1.0 1.7 -1.6
C 3.21747 7.33234 -1.68091 0.0 -0.6 1.4
C 3.40880 8.36232 -0.51946 0.5 -0.8 -0.3
C 3.97881 5.26402 -2.89722 -1.2 1.4 -0.1
C 3.65258 5.98886 -4.21444 -0.3 -0.1 0.0
H 3.16586 4.03058 -0.46081 -0.2 0.2 0.1
H 3.01881 5.48233 0.68835 -0.6 0.0 -0.6
H 4.21184 4.34597 0.92883 0.0 -0.6 0.1
H 5.07845 6.36405 0.07278 0.0 0.4 -0.1
H 5.62364 5.01106 -0.75882 -0.1 -0.2 -0.8
H 3.05296 7.90493 -2.59369 0.4 -0.4 -0.1
H 2.27244 6.85727 -1.41760 -0.6 -0.3 -0.3
H 3.40391 7.88388 0.45990 0.4 -0.3 0.0
H 4.33659 8.91681 -0.66034 0.0 0.1 0.2
H 2.56795 9.04588 -0.40184 0.0 0.1 -0.7
H 3.08271 4.74683 -2.55428 -0.2 -0.8 -0.4
H 4.79889 4.56016 -3.03922 0.1 0.2 0.3
H 3.42414 5.38111 -5.08997 0.5 -0.7 0.2
H 4.46569 6.66745 -4.47228 -0.1 0.1 0.0
H 2.70722 6.52372 -4.12325 0.2 0.4 0.2
C 4.07145 1.65660 -2.33207 0.9 0.1 -0.3
C 4.31304 0.62718 -3.43411 -0.3 0.3 -1.2
N 4.88917 1.17965 -4.71874 -0.6 0.0 1.2
C 3.91007 1.97336 -5.48530 -0.4 -0.7 0.3
C 2.88539 1.08833 -6.18289 0.1 0.1 -0.9
C 6.12114 1.88899 -4.46855 1.3 -1.1 -0.3
C 6.84146 2.20881 -5.76330 0.9 1.0 -0.5
H 4.98815 2.01342 -1.86255 0.4 -0.3 0.0
H 3.49072 1.22530 -1.51670 -0.5 0.3 -0.2
H 3.71089 2.57167 -2.80191 -0.8 -0.2 0.4
H 4.87980 -0.23038 -3.07151 0.5 0.2 -0.1
H 3.36983 0.16598 -3.72697 -0.1 0.3 0.1
H 3.30504 2.61736 -4.84712 0.2 0.6 0.3
H 4.41242 2.60102 -6.22137 0.1 -0.1 0.2
H 3.35783 0.26135 -6.71299 0.1 -0.4 0.5
H 2.07453 0.78169 -5.52217 0.2 -0.4 0.0
H 2.43161 1.62149 -7.01831 -0.3 0.4 0.1
H 6.79438 1.21472 -3.93920 -0.1 -0.6 0.1
H 6.12303 2.70653 -3.74763 -0.6 0.8 -0.3
H 6.52819 3.13526 -6.24459 -0.4 0.0 -0.1
H 6.85859 1.42639 -6.52199 -0.6 -0.3 0.2
H 7.90476 2.39787 -5.61582 0.1 0.0 0.5
C -4.37651 -0.37310 6.98872 -1.1 0.0 -0.5
C -3.18243 -0.25986 6.07362 1.4 0.4 1.3
N -3.16695 0.96211 5.26476 0.1 -0.3 1.1
C -4.15954 0.83169 4.22723 0.6 1.0 -0.9
C -4.40824 2.13571 3.46863 0.2 0.0 -0.5
C -1.79640 1.26594 4.79845 -1.0 0.3 -0.6
C -0.78551 1.49587 5.90058 0.9 -0.1 0.0
H -5.26239 -0.54163 6.37640 -0.3 -0.2 0.2
H -4.57128 0.54966 7.53522 0.3 0.1 0.0
H -4.32346 -1.18216 7.71722 0.3 -0.1 -0.2
H -2.33084 -0.26380 6.75397 0.3 0.6 0.0
H -2.93831 -1.16929 5.52459 -0.7 -0.2 -0.7
H -3.83122 0.07857 3.51090 0.1 -0.5 -0.5
H -5.12493 0.47926 4.59042 0.2 0.1 0.4
H -5.09917 1.91019 2.65633 -0.7 0.3 0.3
H -4.68463 2.95719 4.12962 -0.6 -0.2 0.0
H -3.58883 2.55513 2.88489 0.7 -0.4 0.3
H -1.77576 2.16225 4.17853 -0.6 0.3 0.1
H -1.52578 0.50776 4.06359 0.6 -0.6 0.1
H -0.01258 2.19763 5.58720 -0.2 0.3 -0.4
H -0.17554 0.61852 6.11575 -0.5 -0.2 0.4
H -1.21003 1.95444 6.79366 -0.2 -0.4 0.0
C 0.32714 1.56532 -2.72761 1.1 1.3 -0.3
C -0.93491 2.44108 -2.93106 0.2 -1.5 -1.0
N -1.53718 2.23015 -4.26922 -0.8 -0.9 -0.1
C -2.96084 2.70813 -4.26879 0.7 1.2 -0.8
C -3.01571 4.27305 -4.22145 0.1 -0.9 0.8
C -0.64977 2.50872 -5.44363 -0.3 0.9 1.2
C -1.30689 2.22123 -6.74201 -0.8 -1.4 -0.5
H 0.67154 1.57785 -1.69353 -0.3 -0.1 0.2
H 1.17621 1.97993 -3.27100 0.2 0.3 -0.2
H 0.34346 0.52572 -3.05483 -0.9 -0.1 0.0
H -1.60673 2.08193 -2.15147 -0.5 0.3 -0.3
H -0.79973 3.51333 -2.78930 0.6 0.1 0.4
H -3.52518 2.18262 -3.49842 0.4 0.3 0.6
H -3.58853 2.45703 -5.12380 0.8 -0.5 -0.7
H -3.98231 4.69535 -4.49611 0.0 -0.1 -0.1
H -2.24169 4.64781 -4.89118 -0.1 0.1 -0.1
H -2.76936 4.61478 -3.21615 0.0 0.2 0.0
H -0.31775 3.54650 -5.47314 0.2 0.5 0.3
H 0.27396 1.93388 -5.37733 -0.2 -0.2 0.4
H -2.19073 2.83135 -6.92828 0.1 0.1 -0.1
H -0.65297 2.20462 -7.61391 0.2 0.5 0.2
H -1.63586 1.18455 -6.67009 -0.4 -0.2 -0.2
C -0.06758 -2.63029 -0.00242 -0.2 -0.3 -1.1
C 0.01142 -1.22416 -0.62538 -0.7 0.6 0.7
N -0.34180 -0.08223 0.26313 1.1 -0.4 1.6
C 0.63116 -0.01016 1.41272 0.8 1.3 -1.9
C 2.01334 0.53684 0.86964 -0.7 -0.5 1.0
C -1.70058 -0.16221 0.82366 -0.4 0.2 -1.3
C -2.81141 0.05056 -0.22820 0.3 -0.4 0.4
H -1.00153 -2.88373 0.49919 0.1 0.3 0.3
H 0.79713 -2.91768 0.59572 -0.1 0.3 0.3
H -0.04770 -3.33098 -0.83712 0.1 -0.1 -0.2
H 1.00396 -1.09581 -1.05723 0.2 0.3 0.3
H -0.64280 -1.04356 -1.47830 -0.3 -0.8 -0.1
H 0.28304 0.74940 2.11271 -0.2 0.0 0.0
H 0.75199 -0.92496 1.99292 0.0 -0.4 -0.1
H 2.62043 -0.17866 0.31503 -0.3 -0.1 -0.1
H 1.86147 1.42915 0.26232 -0.1 -0.1 0.0
H 2.60677 0.83045 1.73551 0.1 0.1 0.0
H -1.83785 0.64680 1.54112 0.4 -0.1 0.3
H -1.85933 -1.12300 1.31331 -0.2 -0.1 0.4
H -3.77463 0.14276 0.27360 -0.1 0.0 0.2
H -2.90977 -0.81463 -0.88382 0.1 0.1 -0.3
H -2.66664 0.97556 -0.78634 0.2 -0.1 -0.1
```
Positions in Å, forces in eV/Å.